Molecular formula: C6H14N2O
Method: DFT, wB97M-V/def2-TZVPD

M ... 130.19 g mol⁻¹
Total energy ... -421.6283 hartree
HOMO-LUMO gap ... 8.8 eV
Energy relative to the best compared isomer or geometry (same formula, charge and spin) ... 451.5 kJ/mol

Geometry as ORCA input:
```
! wB97M-V def2-TZVPD RIJCOSX def2/J DEFGRID3
* xyz 0 1
C 0.38590 -0.49387 -1.72374
C -0.96639 0.01588 -2.20953
C -0.10828 -1.37826 1.20958
N -1.39525 -1.75829 1.21440
N 1.02192 -1.72632 1.34264
H -1.57865 -2.75061 1.22393
H -2.07671 -1.17408 0.76081
H 1.80265 -0.96836 0.64635
H 0.31913 -1.52334 -1.36906
H 1.09168 -0.51120 -2.56473
H -1.72484 -0.06295 -1.42964
H -0.90888 1.06478 -2.50974
H -1.31084 -0.55919 -3.07013
C -0.30529 0.90999 0.84305
C 0.65646 1.63688 1.76319
C 1.06073 0.36400 -0.66891
O 2.12701 -0.08673 -0.08985
H 1.10648 1.42557 -0.92520
H -0.78281 1.56400 0.11383
H -1.15188 0.54744 1.42615
H 1.27302 0.92753 2.31813
H 1.34502 2.27860 1.21241
H 0.11981 2.25855 2.48605
*
```

Mulliken population analysis, charges in e, atoms 1 to 5:
1 C -0.125
2 C -1.221
3 C 0.507
4 N -0.449
5 N -0.591


Molecular formula: C6H14N2O
Method: DFT, wB97M-V/def2-TZVPD

M ... 130.19 g mol⁻¹
Structure (SMILES) ... [H]/N=C(/C)OC.C=C(C)N
Total energy ... -421.7342 hartree
HOMO-LUMO gap ... 9.3 eV
Energy relative to the best compared isomer or geometry (same formula, charge and spin) ... 173.5 kJ/mol

Geometry as ORCA input:
```
! wB97M-V def2-TZVPD RIJCOSX def2/J DEFGRID3
* xyz 0 1
C 1.04854 -2.17640 0.37787
C 1.39915 -0.01572 -1.40259
C 2.06678 -0.04318 -0.06500
O 1.91534 -1.12356 0.74421
N 2.77168 0.93387 0.29606
H 3.19099 0.82432 1.21563
H 1.34495 -2.63194 -0.57041
H 1.13379 -2.91623 1.17261
H 0.01467 -1.82538 0.31666
H 0.31814 -0.09677 -1.29806
H 1.75414 -0.83908 -2.02033
H 1.64637 0.92508 -1.88253
C -0.99295 1.86439 0.60462
C -1.77048 0.65348 0.18632
N -1.74499 -0.39278 1.10736
C -2.36892 0.54181 -0.99668
H -2.48477 -1.07077 0.99649
H -1.61347 -0.10864 2.06638
H 0.03284 1.59306 0.85053
H -0.97473 2.60189 -0.19130
H -1.44533 2.31513 1.48855
H -2.92464 -0.33931 -1.26979
H -2.31714 1.32677 -1.72660
*
```

Mulliken population analysis, charges in e, atoms 1 to 5:
1 C -0.540
2 C -0.917
3 C 0.714
4 O -0.400
5 N -0.706


Molecular formula: C6H14N2O
Method: DFT, wB97M-V/def2-TZVPD

M ... 130.19 g mol⁻¹
Structure (SMILES) ... CC(=O)C[C@@](C)(N)CN
Total energy ... -421.7002 hartree
HOMO-LUMO gap ... 8.8 eV
Energy relative to the best compared isomer or geometry (same formula, charge and spin) ... 262.7 kJ/mol

Geometry as ORCA input:
```
! wB97M-V def2-TZVPD RIJCOSX def2/J DEFGRID3
* xyz 0 1
C 0.35240 0.46846 0.18231
C 0.04335 -0.86974 -0.34296
C 1.39893 -0.24309 1.58965
C 1.16001 1.38606 -0.70803
C -2.25372 -0.31234 -1.96599
C -0.78262 -0.68424 -1.94047
N -0.73574 1.10701 0.82296
N 0.54178 -0.88720 2.57578
O -0.19875 -0.91848 -2.98839
H -0.49046 2.01458 1.20579
H -1.07691 0.53057 1.59887
H 0.97085 -0.87984 3.50002
H 0.39092 -1.86420 2.33362
H -0.66243 -1.45710 0.24090
H 0.91686 -1.43652 -0.65858
H 2.24366 -0.86761 1.28594
H 1.81505 0.67065 2.02208
H 2.10948 1.67697 -0.24969
H 0.63176 2.30072 -0.98662
H 1.45545 0.93960 -1.66331
H -2.73846 -0.68290 -2.87480
H -2.73478 -0.76517 -1.09522
H -2.35664 0.77380 -1.88386
*
```

Mulliken population analysis, charges in e, atoms 1 to 5:
1 C 1.430
2 C -1.409
3 C -0.920
4 C -1.636
5 C -1.138


Molecular formula: C6H14N2O
Method: DFT, wB97M-V/def2-TZVPD

M ... 130.19 g mol⁻¹
Structure (SMILES) ... C[NH2+][C@@H](O)C1=C(C)[C@H]1[NH3+]
Total energy ... -421.0197 hartree
HOMO-LUMO gap ... 11.3 eV
Energy relative to the best compared isomer or geometry (same formula, charge and spin) ... 0.0 kJ/mol

Geometry as ORCA input:
```
! wB97M-V def2-TZVPD RIJCOSX def2/J DEFGRID3
* xyz 2 1
C 1.47489 -0.67640 0.24227
C 0.53478 0.18224 0.02381
C 1.77674 0.76467 0.63824
C 1.96769 -2.01004 0.41143
C -3.18787 0.01081 0.54272
C -0.97966 0.61828 -0.41391
N 2.68035 1.57652 -0.29472
N -1.90308 -0.47846 0.00217
O -1.40604 1.65983 0.22953
H 1.78802 1.10430 1.65823
H 2.09273 -2.39618 -0.55003
H 1.07966 -2.53908 0.80254
H 2.91717 -2.16417 1.03157
H -3.89494 0.47190 -0.12483
H -3.75403 -0.73218 1.05044
H -2.92371 0.93782 1.14355
H -1.05270 0.68170 -1.58864
H 1.91792 1.91375 -1.05534
H 3.45960 1.13626 -0.73132
H 2.98395 2.45509 0.14735
H -1.46979 -1.12824 0.69218
H -2.09369 -1.15522 -0.78727
H -1.18404 2.49040 -0.24720
*
```

Mulliken population analysis, charges in e, atoms 1 to 5:
1 C 0.525
2 C -0.392
3 C -0.533
4 C -1.107
5 C -0.891